Computed, not measured: a structure of composition C20H48IN2O9S2 in a non-equilibrium geometry, with the ωB97M-V functional and the def2-TZVPD basis.

Computed properties:
* HOMO energy: -5.61 eV
* net charge: -1

Last column: Mulliken charge in e.
CARTESIAN COORDINATES (ANGSTROEM)
C (-0.14913, 0.78789, 1.32334)  -1.35
N (-1.57984, 0.67853, 1.50602)  0.22
C (-2.18428, -0.49941, 0.95212)  -1.41
S (-2.71079, -1.73718, 2.18342)  1.52
O (-2.54589, -1.19220, 3.50011)  -0.75
O (-4.09633, -1.96828, 1.87405)  -0.76
N (-1.96127, -3.14895, 1.91490)  -0.38
S (-0.39962, -3.20893, 2.13738)  1.09
O (-0.04321, -4.50827, 2.62324)  -0.70
O (0.20380, -2.12106, 2.85757)  -0.62
C (0.43052, -3.12996, 0.52197)  -0.87
C (-0.37142, -3.55353, -0.66383)  0.37
O (-1.37961, -4.18084, -0.68902)  -0.44
I (0.47080, -2.90505, -2.59910)  -0.08
H (0.24950, 1.55244, 1.96356)  0.46
H (0.38346, -0.14380, 1.47419)  0.31
H (0.05648, 1.11354, 0.30908)  0.30
H (-1.84895, 0.81284, 2.46621)  0.39
H (-3.08281, -0.22561, 0.42355)  0.43
H (-1.53173, -0.97019, 0.23138)  0.37
H (1.27226, -3.80033, 0.58364)  0.55
H (0.84220, -2.15383, 0.34017)  0.32
C (-4.32842, -4.51132, 3.86153)  -0.74
C (-5.72358, -4.70642, 4.42164)  -0.61
O (-6.44664, -5.78481, 3.83562)  -0.44
C (-5.85775, -7.05816, 3.96384)  -0.30
C (-5.65605, -7.50704, 5.40269)  -1.06
H (-4.36511, -4.35754, 2.78714)  0.28
H (-3.85683, -3.64187, 4.31587)  0.35
H (-3.68624, -5.37493, 4.05077)  0.29
H (-6.31863, -3.81549, 4.22315)  0.32
H (-5.69215, -4.82453, 5.51285)  0.30
H (-4.91073, -7.09852, 3.41419)  0.30
H (-6.53976, -7.74910, 3.46481)  0.34
H (-4.96467, -6.85659, 5.93840)  0.28
H (-5.24757, -8.51871, 5.42727)  0.39
H (-6.60568, -7.50077, 5.94111)  0.28
C (-0.26100, 5.65289, 0.19971)  -1.32
C (0.22936, 4.21474, 0.23745)  0.24
O (-0.54011, 3.35884, 1.05629)  -0.39
C (-1.89950, 3.19069, 0.71414)  -0.42
C (-2.11726, 2.60878, -0.67231)  -1.13
H (-0.30187, 6.06785, 1.20796)  0.32
H (0.41252, 6.26258, -0.40424)  0.42
H (-1.26025, 5.73366, -0.23106)  0.32
H (1.23433, 4.18806, 0.65730)  0.14
H (0.30906, 3.80634, -0.77666)  0.10
H (-2.44408, 4.13700, 0.82720)  0.38
H (-2.30252, 2.50479, 1.45831)  0.44
H (-1.74288, 3.26722, -1.45860)  0.35
H (-3.18146, 2.45120, -0.84998)  0.39
H (-1.60329, 1.65130, -0.76625)  0.18
C (4.50768, -0.55845, -5.62055)  -1.06
C (3.00669, -0.77704, -5.52670)  -0.28
O (2.37509, 0.00176, -4.53321)  -0.28
C (2.46728, 1.40337, -4.65429)  0.07
C (1.84189, 1.96344, -5.92070)  -1.28
H (4.98118, -0.75531, -4.65803)  0.29
H (4.93904, -1.22728, -6.36599)  0.39
H (4.75527, 0.46446, -5.90870)  0.26
H (2.81051, -1.81349, -5.25245)  0.27
H (2.53104, -0.61586, -6.50161)  0.30
H (3.51054, 1.72791, -4.55485)  0.17
H (1.93338, 1.79972, -3.79092)  0.16
H (2.34737, 1.60775, -6.81994)  0.30
H (1.89823, 3.05237, -5.91662)  0.42
H (0.79442, 1.66829, -5.98936)  0.31
C (5.78227, 5.31344, -1.06190)  -1.22
C (4.48000, 5.00177, -0.34332)  -0.35
O (3.60867, 4.16347, -1.07224)  -0.34
C (4.07531, 2.86876, -1.39727)  0.12
C (4.40156, 2.01678, -0.18296)  -1.20
H (5.58220, 5.76699, -2.03356)  0.30
H (6.38231, 6.00509, -0.46966)  0.40
H (6.37950, 4.41682, -1.23181)  0.28
H (3.92752, 5.92780, -0.18190)  0.35
H (4.67827, 4.57945, 0.64846)  0.37
H (4.93358, 2.92467, -2.07835)  0.32
H (3.26594, 2.39962, -1.95371)  -0.05
H (5.21942, 2.43614, 0.40537)  0.33
H (4.69729, 1.01558, -0.49618)  0.42
H (3.53114, 1.93403, 0.46883)  0.27

Computed, not measured: a structure of composition C20H48N2O14P in a non-equilibrium geometry, with the ωB97M-V functional and the def2-TZVPD basis.

Computed properties:
* HOMO energy: -0.38 eV
* net charge: -1

Last column: Mulliken charge in e.
CARTESIAN COORDINATES (ANGSTROEM)
N (0.10975, 0.10847, 0.71849)  0.63
H (0.09267, -0.18402, 1.61554)  -0.44
H (0.30780, 1.00143, 0.83953)  0.27
H (-0.66791, -0.10489, 0.27462)  0.68
H (0.68408, -0.51816, 0.14256)  -0.98
N (1.71207, -0.49259, 4.31969)  -0.47
H (1.99377, 0.24805, 4.73524)  0.47
H (0.97551, -0.18631, 3.95050)  -0.21
H (1.60210, -1.35409, 4.79328)  0.49
H (2.35098, -0.74468, 3.36131)  0.17
P (2.85109, 1.26552, 1.72905)  0.52
O (4.10381, 1.37360, 2.23027)  -0.85
O (2.73743, -0.28051, 1.37134)  0.09
O (2.49290, 2.03011, 0.59155)  -0.66
O (1.82612, 1.30146, 2.75694)  -0.44
O (-0.88652, -2.07262, -1.86543)  -0.52
C (-0.41705, -2.07405, -2.94925)  0.68
O (0.86997, -2.39969, -3.05746)  -0.44
C (1.83629, -2.24939, -2.05170)  1.27
C (3.12504, -3.02964, -2.42676)  -2.12
C (-1.19549, -2.11351, -4.23836)  -0.58
H (1.47469, -2.50573, -1.18996)  -0.01
H (2.30636, -1.21167, -1.96651)  -0.32
H (3.77312, -3.07628, -1.50692)  0.25
H (3.46447, -2.56138, -3.15231)  0.70
H (2.91334, -4.00974, -2.70337)  0.55
H (-2.27061, -2.57494, -4.34359)  0.30
H (-0.43770, -2.40209, -5.16038)  0.21
H (-1.48628, -1.04684, -4.24336)  -0.03
O (1.00467, -3.10228, 4.17458)  -0.51
C (0.59693, -2.91764, 3.00274)  0.51
O (-0.54119, -2.46752, 2.73659)  0.22
C (-1.53964, -2.15936, 3.72362)  -0.50
C (-3.01199, -2.21574, 3.18069)  -1.07
C (1.41481, -3.19588, 1.72194)  -0.86
H (-1.43300, -1.18989, 4.34079)  0.19
H (-1.68077, -2.74679, 4.57641)  0.43
H (-2.82813, -1.55133, 2.25278)  0.10
H (-3.68345, -1.57470, 3.75697)  0.37
H (-3.34545, -3.15478, 3.00276)  0.44
H (1.08327, -4.07403, 1.19825)  0.56
H (2.49433, -3.33496, 1.78407)  0.40
H (1.18352, -2.42309, 0.88627)  -0.32
O (5.65920, -2.10672, -0.58822)  -0.74
C (4.80168, -1.16921, -0.34969)  0.13
O (4.29020, -0.27685, -1.23575)  -0.30
C (3.35388, 0.76987, -0.97031)  0.27
C (3.03843, 1.31889, -2.34722)  -1.61
C (4.18915, -0.90994, 1.06647)  -0.26
H (3.83181, 1.50886, -0.26890)  1.00
H (2.45040, 0.31910, -0.35100)  0.05
H (2.31185, 2.11143, -2.26982)  0.23
H (2.67707, 0.42597, -2.82073)  0.31
H (4.00866, 1.78751, -2.75882)  0.36
H (4.89634, -1.24297, 1.74071)  0.29
H (3.22315, -1.28362, 1.23126)  -0.10
H (4.21207, -0.01642, 1.46812)  0.39
O (-2.65051, 1.15560, 1.37925)  -0.41
C (-2.53301, 2.09615, 2.07695)  0.71
O (-3.35068, 3.11993, 2.08877)  -0.31
C (-4.33405, 3.34421, 1.06537)  0.09
C (-4.89603, 4.75147, 1.05156)  -1.30
C (-1.59242, 2.20385, 3.26559)  -1.42
H (-5.03834, 2.72194, 1.18957)  0.42
H (-3.87360, 2.96006, -0.00966)  -0.06
H (-4.13813, 5.61450, 1.06110)  0.27
H (-5.61261, 4.74362, 1.96505)  0.26
H (-5.42015, 4.95174, 0.26729)  0.52
H (-1.92193, 2.27538, 4.36807)  0.36
H (-1.09272, 3.00355, 3.15280)  0.55
H (-0.92825, 1.33882, 3.24636)  0.24
O (-2.02031, 1.77350, -1.40471)  -0.44
C (-1.48595, 1.55695, -2.45802)  0.21
O (-2.08803, 1.32367, -3.72581)  -0.26
C (-3.46856, 1.37200, -3.72897)  -0.34
C (-3.90520, 1.34015, -5.23803)  -1.29
C (0.09212, 1.38616, -2.55345)  -1.07
H (-3.72928, 2.32203, -3.40029)  0.48
H (-4.02270, 0.64405, -3.21451)  0.31
H (-3.53103, 0.65162, -5.89066)  0.41
H (-3.59375, 2.38354, -5.79798)  0.23
H (-5.01739, 1.43549, -5.37217)  0.36
H (0.53528, 1.69693, -1.62099)  0.32
H (0.56500, 2.08649, -3.22974)  0.59
H (0.15261, 0.48284, -2.99183)  0.37

Computed, not measured: a cluster of 8 separate species, C20H48O16S4 in total in a non-equilibrium geometry, with the ωB97M-V functional and the def2-TZVPD basis.

Computed properties:
* HOMO energy: -8.71 eV
* net charge: 0

Last column: Mulliken charge in e.
CARTESIAN COORDINATES (ANGSTROEM)
C (-1.83589, 6.17269, 0.24074)  -0.83
S (-0.08230, 5.89762, 0.53922)  0.41
O (0.10346, 4.49897, 0.99439)  -0.51
C (0.39966, 5.92966, -1.19467)  -0.74
H (-2.35560, 5.23017, 0.07492)  0.20
H (-1.99256, 6.85133, -0.59668)  0.34
H (-2.27594, 6.66943, 1.10707)  0.34
H (0.07734, 6.84626, -1.67821)  0.41
H (0.04728, 5.01641, -1.67681)  0.24
H (1.49174, 5.87907, -1.21223)  0.13
C (2.52403, -0.29095, 4.56337)  -0.79
S (0.97152, 0.48176, 4.97542)  0.44
O (1.09185, 1.88676, 4.55136)  -0.59
C (0.02723, -0.38151, 3.71752)  -0.20
H (3.23790, -0.10302, 5.36692)  0.45
H (2.93596, 0.10564, 3.63678)  0.08
H (2.41349, -1.37910, 4.52794)  0.33
H (-0.26356, -1.37568, 4.07199)  0.33
H (0.65960, -0.50954, 2.83918)  -0.25
H (-0.91195, 0.11693, 3.49338)  0.21
C (0.18659, 0.14614, -0.54377)  0.30
S (-1.38643, 0.81661, -1.09018)  0.36
O (-2.35948, -0.30026, -1.23447)  -0.59
C (-1.80628, 1.67791, 0.41091)  -0.24
H (0.91219, 0.94858, -0.65886)  -0.02
H (0.44590, -0.68680, -1.19914)  -0.17
H (0.09924, -0.28688, 0.45308)  0.04
H (-1.66166, 1.05407, 1.29466)  -0.24
H (-2.87219, 1.91453, 0.39158)  0.39
H (-1.27525, 2.62739, 0.50890)  0.20
C (0.58498, -2.86953, -3.02288)  -0.01
S (-0.41932, -3.58261, -4.33078)  0.36
O (-1.22885, -4.66519, -3.71640)  -0.56
C (-1.50853, -2.15243, -4.47313)  -0.59
H (0.99791, -1.92044, -3.35874)  0.15
H (1.32395, -3.55586, -2.61639)  0.38
H (-0.09697, -2.70581, -2.18086)  -0.39
H (-1.84604, -1.82228, -3.48872)  -0.04
H (-2.37272, -2.45246, -5.05953)  0.37
H (-0.94627, -1.34909, -4.95130)  0.36
C (-3.77236, -7.74646, 0.71684)  -0.65
O (-2.79101, -6.78410, 0.32992)  -0.35
C (-3.29839, -5.67076, -0.20145)  0.79
O (-4.47245, -5.44044, -0.34410)  -0.57
O (-2.29513, -4.88070, -0.54018)  -0.27
C (-2.59960, -3.55875, -1.00893)  -0.22
H (-4.49628, -7.26789, 1.37723)  0.30
H (-3.27008, -8.54045, 1.25927)  0.23
H (-4.28749, -8.16134, -0.14702)  0.28
H (-2.45873, -3.53237, -2.08820)  0.14
H (-1.78954, -2.94672, -0.61836)  -0.04
H (-3.59230, -3.23679, -0.71736)  0.26
C (5.78513, 5.71157, -3.52093)  -0.70
O (5.15175, 5.57566, -2.25473)  -0.36
C (4.45816, 4.45010, -2.08097)  0.81
O (4.39076, 3.55522, -2.88671)  -0.59
O (3.90930, 4.48837, -0.88171)  -0.37
C (3.20409, 3.31773, -0.41741)  -0.48
H (6.74759, 5.19712, -3.52320)  0.29
H (5.96841, 6.77725, -3.64330)  0.25
H (5.19950, 5.34368, -4.35909)  0.32
H (3.96317, 2.70128, 0.05311)  0.36
H (2.78220, 2.79540, -1.27254)  0.22
H (2.40233, 3.66643, 0.22437)  0.25
C (3.29488, -1.39364, 1.01249)  -0.68
O (3.36399, -0.29733, 0.10220)  -0.23
C (3.46187, -0.58828, -1.19492)  0.76
O (3.48172, -1.69306, -1.67177)  -0.63
O (3.52315, 0.53786, -1.88571)  0.01
C (3.92178, 0.40811, -3.23371)  -0.73
H (3.94064, -1.15962, 1.85543)  0.22
H (3.59578, -2.32205, 0.53727)  0.37
H (2.27452, -1.49052, 1.38899)  0.15
H (3.14643, -0.14551, -3.77292)  0.25
H (4.82332, -0.19919, -3.32172)  0.34
H (4.06676, 1.37732, -3.68610)  0.19
C (-4.68605, -0.86201, 1.25625)  -0.53
O (-4.84353, -0.66695, 2.65950)  -0.35
C (-4.02058, -1.38075, 3.41695)  0.86
O (-3.14933, -2.12422, 3.03479)  -0.54
O (-4.30783, -1.13405, 4.68804)  -0.35
C (-3.59155, -1.91935, 5.63189)  -0.47
H (-5.23713, -0.11029, 0.70539)  0.27
H (-5.09042, -1.84183, 0.98212)  0.33
H (-3.64245, -0.89351, 0.94936)  0.14
H (-3.81469, -1.51139, 6.61073)  0.23
H (-2.51857, -1.81303, 5.45496)  0.14
H (-3.86571, -2.96830, 5.55036)  0.29

Computed, not measured: a structure of composition C20H49AsO4RhSi3 in a non-equilibrium geometry, with the ωB97M-V functional and the def2-TZVPD basis.

Computed properties:
* spin multiplicity: 5
* HOMO energy (spin up / spin down): -11.05 / -12.13 eV
* net charge: +1

Last column: Mulliken charge in e.
CARTESIAN COORDINATES (ANGSTROEM)
Rh (0.47498, -0.03996, 0.05658)  0.62
C (4.79278, -0.94675, -0.37995)  -1.83
C (3.52198, -1.25295, 0.39064)  1.57
C (3.80968, -1.90799, 1.73416)  -1.74
O (2.77481, -0.05495, 0.67361)  -0.65
C (2.62253, -2.18591, -0.42252)  -0.14
O (2.97139, -3.29491, -0.74867)  -0.64
O (1.44346, -1.68603, -0.66819)  -0.51
H (5.45539, -0.32318, 0.22188)  0.43
H (4.56731, -0.42941, -1.31701)  0.47
H (5.30272, -1.87504, -0.62829)  0.42
H (4.52967, -1.31033, 2.29312)  0.47
H (4.21026, -2.90796, 1.58069)  0.41
H (2.89410, -1.98302, 2.32475)  0.31
H (2.97477, 0.61787, 0.01046)  0.20
C (3.19675, 3.09462, 1.03425)  -1.17
O (1.99856, 2.41159, 0.66506)  -0.26
Si (0.75364, 3.14519, -0.14787)  0.51
C (1.30902, 3.62946, -1.86211)  -1.16
C (0.33351, 4.70850, 0.77873)  -1.42
C (-0.58946, 1.78458, -0.16313)  0.20
Si (-1.61077, 1.74474, -1.76839)  0.36
C (-0.44834, 1.20575, -3.15030)  -1.14
C (-3.00411, 0.50138, -1.69741)  -0.61
C (-2.34641, 3.44290, -2.05927)  -1.12
Si (-1.34686, 1.39001, 1.59300)  0.47
C (-2.68761, 0.10182, 1.77060)  -0.74
C (-2.23162, 2.96757, 2.09626)  -1.17
C (0.04118, 0.91229, 2.77826)  -0.95
H (3.77981, 3.37423, 0.15121)  0.41
H (3.78967, 2.42305, 1.65120)  0.24
H (2.97196, 3.99695, 1.60589)  0.34
H (1.90034, 4.54592, -1.79019)  0.45
H (0.47983, 3.83803, -2.53814)  0.34
H (1.93385, 2.86319, -2.32680)  0.33
H (1.17487, 5.39611, 0.65116)  0.44
H (0.20003, 4.55145, 1.84738)  0.41
H (-0.55156, 5.21198, 0.38512)  0.34
H (0.41804, 0.64498, -2.78511)  0.22
H (-0.06141, 2.04922, -3.72240)  0.47
H (-0.98349, 0.54985, -3.84003)  0.48
H (-2.66267, -0.46273, -1.31913)  -0.24
H (-3.38304, 0.34250, -2.71066)  0.56
H (-3.84221, 0.83766, -1.08482)  0.46
H (-1.64536, 4.25887, -1.87444)  0.29
H (-3.20656, 3.59283, -1.40235)  0.33
H (-2.69980, 3.53751, -3.08878)  0.43
H (-3.41342, 0.10129, 0.96140)  0.15
H (-3.22279, 0.35744, 2.69040)  0.58
H (-2.29938, -0.90637, 1.89372)  0.02
H (-3.09495, 3.10137, 1.43955)  0.30
H (-1.64941, 3.87943, 2.08025)  0.35
H (-2.60748, 2.81215, 3.11151)  0.38
H (0.77821, 0.17201, 2.42007)  0.20
H (-0.41141, 0.46483, 3.66701)  0.46
H (0.63384, 1.77915, 3.07095)  0.24
C (-3.86396, -2.75791, -0.24515)  -1.01
C (-2.71512, -3.16946, 0.66254)  -0.88
As (-0.93299, -2.49609, 0.16802)  0.78
C (0.11213, -3.37445, 1.56881)  -0.14
C (0.36881, -4.85653, 1.30866)  -1.36
C (-0.65096, -3.45463, -1.51073)  -0.88
C (-0.78511, -2.56702, -2.73924)  -1.02
H (-4.75066, -3.35023, -0.01846)  0.46
H (-3.62690, -2.91820, -1.29867)  0.21
H (-4.12827, -1.70951, -0.11615)  0.15
H (-2.57511, -4.25359, 0.62504)  0.59
H (-2.90959, -2.91161, 1.70380)  0.62
H (-0.45972, -3.22348, 2.48728)  0.56
H (1.05207, -2.83662, 1.66927)  -0.29
H (-0.55315, -5.40129, 1.10035)  0.31
H (0.82557, -5.31453, 2.18676)  0.42
H (1.05224, -4.98839, 0.47107)  0.30
H (-1.39841, -4.25068, -1.52300)  0.74
H (0.34036, -3.89921, -1.45218)  0.58
H (-1.80156, -2.18732, -2.85976)  0.24
H (-0.53535, -3.13300, -3.63712)  0.48
H (-0.10316, -1.71901, -2.68406)  -0.03